one:
Here is a cluster of 6 separate species, H12O6 in total from the OMol25 dataset. Energies are from wB97M-V/def2-TZVPD.

Geometry (Å):
O -1.80248 1.93350 -0.12533
H -1.39325 2.42282 0.56310
H -2.21050 2.63898 -0.60005
O 1.78429 1.85032 0.80901
H 2.70761 1.65394 1.01537
H 1.37584 1.21723 1.37375
O -2.90344 -0.62500 0.55672
H -2.32639 -1.13527 0.00212
H -2.47689 0.21178 0.66745
O 0.24744 0.35899 -1.10183
H -0.19676 1.18295 -0.77175
H 1.14101 0.38251 -0.77922
O -0.99907 -2.28004 -1.28962
H -0.33877 -2.91896 -1.30079
H -0.55136 -1.45356 -1.41534
O 2.67608 -1.54592 0.53509
H 1.87891 -1.79908 0.99759
H 3.38772 -2.09520 0.86372

Calculated values
charge = 0
SMILES string = O.O.O.O.O.O
E_LUMO = 0.160 eV
frontier orbital gap = 0.3863 hartree

Mulliken population analysis, charges in e, atoms 1 to 4: atom 1 (O): -0.68, atom 2 (H): 0.35, atom 3 (H): 0.28, atom 4 (O): -0.65

=====

two:
Here is a cluster of 6 separate species, H12O6 in total from the OMol25 dataset. Energies are from wB97M-V/def2-TZVPD.

Geometry (Å):
O 0.04456 2.13978 2.89794
H -0.81144 2.37978 2.56994
H 0.18256 1.28978 2.51494
O -3.02644 -1.22522 -1.39106
H -2.98044 -1.38722 -2.35406
H -2.21344 -1.54522 -1.05506
O 2.94756 0.40978 0.04594
H 3.14956 0.80778 -0.83606
H 3.55756 0.83178 0.68794
O 0.49856 -0.38022 1.19594
H 0.07356 -0.95022 0.51394
H 1.35456 -0.12222 0.83994
O -0.84544 1.52778 -0.29206
H -0.99044 1.00678 -1.08306
H -0.40244 0.89378 0.28794
O -0.23844 -1.82922 -1.16806
H -0.48644 -2.64322 -1.61006
H 0.18656 -1.20422 -1.76506

Calculated values
charge = 0
SMILES string = O.O.O.O.O.O
E_LUMO = -0.219 eV
frontier orbital gap = 0.3841 hartree

Mulliken population analysis, charges in e, atoms 1 to 4: atom 1 (O): -0.64, atom 2 (H): 0.31, atom 3 (H): 0.31, atom 4 (O): -0.62

=====

Most stable structure - one; separation to the second - 0.057 eV.

=====

one:
Here is an isolated molecule of C4H4O from the OMol25 dataset. Energies are from wB97M-V/def2-TZVPD.

Geometry (Å):
O 0.77192 0.17499 -1.21286
C 0.07773 0.93278 -0.55686
C -0.58725 0.36127 0.67756
C -0.46786 -1.11473 0.56632
C 0.39344 -1.47472 -0.27064
H 0.02602 1.96798 -0.90493
H -1.45924 0.89173 1.07171
H 0.19172 0.36448 1.44817
H 1.05353 -2.10378 -0.81846

Calculated values
charge = 0
SMILES string = C#CCC=O
E_LUMO = 0.554 eV
frontier orbital gap = 0.3518 hartree

Mulliken population analysis, charges in e, atoms 1 to 4: atom 1 (O): -0.41, atom 2 (C): 0.10, atom 3 (C): -0.29, atom 4 (C): -0.71

=====

two:
Here is an isolated molecule of C4H4O from the OMol25 dataset. Energies are from wB97M-V/def2-TZVPD.

Geometry (Å):
C 1.13471 0.31207 -0.74634
C 1.29426 0.67282 0.58461
C -1.35856 -0.30513 0.06349
C 0.22618 -0.19874 0.20980
O -1.61008 0.93967 -0.23460
H 1.24893 0.66922 -1.79648
H 1.53829 1.29905 1.46436
H -1.36223 -0.94979 -0.88722
H -1.97658 -0.94158 0.77694

Calculated values
charge = 0
E_LUMO (alpha / beta) = -0.116 / -0.116 eV
frontier orbital gap (alpha / beta) = 0.2896 / 0.2896 hartree

Mulliken population analysis, charges in e, atoms 1 to 4: atom 1 (C): -0.21, atom 2 (C): -0.14, atom 3 (C): -0.17, atom 4 (C): 0.11

=====

Most stable structure - one; separation to the second - 1.848 eV.

=====

one:
Here is an isolated molecule of C4H4O from the OMol25 dataset. Energies are from wB97M-V/def2-TZVPD.

Geometry (Å):
C -1.23467 -0.71928 -0.27258
C -1.74081 0.32657 0.31060
C 1.30822 0.37282 0.02528
C 0.20848 -0.48907 -0.39226
O 1.39614 -1.02722 0.18161
H -1.62843 -1.69554 -0.37896
H -1.52738 1.41791 0.21347
H 1.98020 0.95230 -0.61123
H 1.23825 0.86151 0.92407

Calculated values
charge = 0
E_LUMO (alpha / beta) = 0.023 / -0.132 eV
frontier orbital gap (alpha / beta) = 0.3134 / 0.2827 hartree

Mulliken population analysis, charges in e, atoms 1 to 4: atom 1 (C): -0.33, atom 2 (C): -0.42, atom 3 (C): -0.18, atom 4 (C): 0.20

=====

two:
Here is a structure of composition C4H4O from the OMol25 dataset. Energies are from wB97M-V/def2-TZVPD.

Geometry (Å):
C 2.22136 -0.38627 0.00910
C 1.07165 -0.05410 -0.11875
C -0.31790 0.34211 -0.31514
C -1.40711 -0.67248 -0.24972
O -1.03728 0.68016 0.90516
H 3.23863 -0.69214 0.12869
H -0.41897 1.20414 -0.97709
H -1.07653 -0.18114 1.38927
H -2.27386 -0.24027 -0.77153

Calculated values
charge = 0
E_LUMO = 0.590 eV
frontier orbital gap = 0.3601 hartree

Mulliken population analysis, charges in e, atoms 1 to 4: atom 1 (C): 0.45, atom 2 (C): -0.70, atom 3 (C): -0.15, atom 4 (C): -0.47

=====

Most stable structure - two; separation to the second - 0.081 eV.

=====

one:
Here is a cluster of 2 separate species, C10H16O in total from the OMol25 dataset. Energies are from wB97M-V/def2-TZVPD.

Geometry (Å):
C 1.31190 3.34613 1.79702
C -0.07125 2.69425 1.99338
C 1.74774 3.48148 0.31167
H 2.09697 2.83784 2.35894
H 1.29926 4.36383 2.20411
H -0.80485 3.45415 2.24493
H -0.40290 2.13507 1.11634
H 1.47213 4.47381 -0.06433
H 0.05823 1.89828 2.73312
H 1.25453 2.77124 -0.34342
H 2.83184 3.40983 0.24449
C 1.21980 -0.61147 -2.75333
C 0.30076 -0.33602 -0.40891
C 0.28626 -0.99151 -1.63876
C -0.33028 -0.88950 0.69699
C -0.67028 -1.98399 -1.82363
C -1.23503 -1.92857 0.50268
C -1.41622 -2.47269 -0.75839
O -1.92559 -2.35930 1.60481
H 1.01892 0.47601 -0.29870
H -0.32516 -0.28893 1.59853
H 2.20398 -1.04180 -2.57824
H 1.31790 0.47485 -2.83879
H -0.80410 -2.37516 -2.82579
H -2.25097 -3.14823 -0.89826
H -2.40338 -3.16756 1.40273
H 0.88390 -0.98773 -3.71800

Calculated values
charge = 0
SMILES string = Cc1ccc(O)cc1.CCC
E_LUMO = 0.902 eV
frontier orbital gap = 0.3411 hartree

Mulliken population analysis, charges in e, atoms 1 to 4: atom 1 (C): -0.32, atom 2 (C): -0.89, atom 3 (C): -0.94, atom 4 (H): 0.30

=====

two:
Here is a cluster of 2 separate species, C10H16O in total from the OMol25 dataset. Energies are from wB97M-V/def2-TZVPD.

Geometry (Å):
C -0.61561 -2.63788 -0.40276
C 0.52127 -2.42945 0.59097
C -1.94949 -2.94262 0.29490
H -0.67088 -1.79015 -1.09094
H -0.40011 -3.49819 -1.04798
H 0.50701 -1.38229 0.90335
H -1.96631 -3.96105 0.66212
H -2.12805 -2.24550 1.12092
H 1.50702 -2.50073 0.11457
H 0.50448 -3.09776 1.45270
H -2.78382 -2.80554 -0.38501
C -0.23475 3.41967 1.63340
C 1.05279 0.69905 -1.44163
C -0.11117 1.44471 -1.57484
C 1.75743 0.76627 -0.26618
C -0.55614 2.23354 -0.54992
C 1.30820 1.59082 0.77219
C 0.18546 2.37610 0.64106
O 1.36732 -0.25208 -2.38390
H -0.71507 1.26312 -2.46018
H 1.44944 0.13539 -3.25839
H 2.62817 0.14578 -0.07031
H -1.51182 2.72262 -0.65529
H 1.84731 1.59594 1.70573
H -0.48637 4.34325 1.11592
H 0.56759 3.67442 2.31570
H -1.07392 3.13256 2.26381

Calculated values
charge = 0
SMILES string = Cc1ccc(O)cc1.CCC
E_LUMO = 0.862 eV
frontier orbital gap = 0.3510 hartree

Mulliken population analysis, charges in e, atoms 1 to 4: atom 1 (C): 0.06, atom 2 (C): -0.97, atom 3 (C): -1.25, atom 4 (H): 0.09

=====

Most stable structure - two; separation to the second - 0.241 eV.

=====

one:
Here is an isolated molecule of C3H3N3 from the OMol25 dataset. Energies are from wB97M-V/def2-TZVPD.

Geometry (Å):
N 0.37153 1.01055 -0.89308
C 0.38516 -0.27019 0.25237
C -0.32727 0.66426 1.00504
N -0.94694 1.10762 1.86568
C -0.29486 -1.57209 0.05953
N -0.76096 -2.60136 -0.19959
H 0.77764 0.65830 -1.73670
H -0.55136 1.44962 -1.15310
H 1.34706 -0.44671 0.79986

Calculated values
charge = 0
SMILES string = N#CC(N)C#N
E_LUMO = -0.062 eV
frontier orbital gap = 0.4152 hartree

Mulliken population analysis, charges in e, atoms 1 to 4: atom 1 (N): -0.59, atom 2 (C): 0.32, atom 3 (C): 0.05, atom 4 (N): -0.39

=====

two:
Here is a structure of composition C3H3N3 from the OMol25 dataset. Energies are from wB97M-V/def2-TZVPD.

Geometry (Å):
C 0.05561 -3.51628 0.05332
C 0.47653 -2.38330 0.43531
C -0.01222 -0.00180 0.06986
N 1.95169 -2.65656 0.65196
N 2.12320 -1.42117 0.75517
N 0.78451 -1.01994 0.69584
H -0.68543 -0.61579 -0.75033
H -0.61749 0.47033 0.86918
H 0.66011 0.71965 -0.49113

Calculated values
charge = 0
E_LUMO = -1.141 eV
frontier orbital gap = 0.3402 hartree

Mulliken population analysis, charges in e, atoms 1 to 4: atom 1 (C): -0.38, atom 2 (C): 0.42, atom 3 (C): -0.59, atom 4 (N): -0.13

=====

Most stable structure - one; separation to the second - 5.015 eV.